Entry 1:
24
Properties=species:S:1:pos:R:3:lowdin_charge:R:1 method="wB97M-V/def2-TZVPD" largest_force_ev_per_a=4.0 homo_ha=-0.410 gap_ha=0.4009 smiles=O.O.O.O.O.O.O.O total_charge=0
O -1.076 0.065 0.433 -0.085
H -1.110 -0.702 1.017 0.026
H -0.673 -0.119 -0.458 0.000
O -0.353 -2.484 1.269 0.008
H 0.435 -2.568 0.738 0.046
H -0.124 -2.909 2.031 0.003
O 1.908 -1.132 2.572 -0.040
H 2.114 -2.051 2.416 0.026
H 1.636 -0.776 1.752 -0.048
O 1.466 0.892 0.895 -0.060
H 1.357 1.338 1.727 0.050
H 0.568 0.598 0.659 -0.025
O -2.163 -1.367 -3.198 -0.022
H -2.626 -2.023 -2.725 0.012
H -1.342 -1.146 -2.796 -0.029
O -1.147 3.341 0.789 -0.048
H -1.771 2.829 1.305 0.036
H -0.334 3.455 1.305 0.042
O 0.261 -0.652 -1.664 -0.008
H 1.070 -1.031 -1.407 0.059
H 0.451 0.135 -2.188 0.067
O 0.283 2.288 -1.768 -0.042
H -0.026 1.974 -0.887 0.013
H 1.190 2.034 -1.810 0.019

Entry 2:
120
Properties=species:S:1:pos:R:3:lowdin_charge:R:1 method="wB97M-V/def2-TZVPD" largest_force_ev_per_a=2.9 homo_ha=-0.111 gap_ha=0.1585 total_charge=-1
O 1.293 -3.943 2.077 0.204
C 1.604 -3.436 1.080 -0.408
O 2.761 -2.706 1.007 0.084
C 0.857 -3.549 -0.265 -0.372
F 1.101 -4.791 -0.723 0.141
F 1.453 -2.734 -1.107 0.114
C -0.691 -3.328 -0.224 -0.398
F -1.188 -3.320 0.997 0.170
F -1.231 -4.353 -0.870 0.151
C -1.165 -2.047 -0.950 -0.404
F -0.879 -2.144 -2.266 0.111
F -0.552 -0.994 -0.425 0.124
C -2.728 -1.787 -0.864 -0.666
O -3.004 -0.618 -0.907 -0.026
N -3.568 -2.801 -0.801 -0.171
P -4.703 -2.701 0.447 0.518
O -4.586 -4.175 1.242 -0.411
Cl -4.073 -1.298 1.922 0.176
H 2.554 -1.777 0.785 0.100
H -3.818 -4.126 1.856 -0.035
C -1.815 -6.920 4.639 -0.271
S -3.303 -6.582 3.681 0.835
O -3.208 -5.187 3.206 -0.530
C -4.432 -6.587 5.083 -0.269
H -0.966 -6.919 3.957 0.049
H -1.678 -6.145 5.393 0.057
H -1.902 -7.899 5.112 0.046
H -4.124 -5.833 5.808 0.058
H -4.436 -7.577 5.542 0.046
H -5.428 -6.352 4.714 0.053
C -3.277 1.972 -4.426 -0.267
S -3.940 1.983 -2.750 0.826
O -5.400 2.254 -2.860 -0.550
C -3.156 3.525 -2.250 -0.266
H -3.676 1.100 -4.940 0.049
H -3.581 2.879 -4.953 0.049
H -2.190 1.905 -4.385 0.043
H -3.469 4.329 -2.917 0.033
H -2.072 3.411 -2.280 0.050
H -3.469 3.753 -1.231 0.039
C -2.384 3.089 1.998 -0.256
S -3.525 2.764 3.350 0.771
O -3.455 1.313 3.646 -0.587
C -5.023 3.040 2.390 -0.255
H -1.371 2.932 2.363 0.049
H -2.587 2.401 1.175 0.057
H -2.498 4.122 1.668 0.046
H -5.045 2.356 1.541 0.062
H -5.049 4.075 2.044 0.035
H -5.879 2.849 3.034 0.046
C -6.983 -5.031 -1.853 -0.273
S -7.965 -3.577 -1.452 0.769
O -7.796 -3.313 -0.007 -0.581
C -9.578 -4.364 -1.656 -0.292
H -5.931 -4.765 -1.746 0.036
H -7.227 -5.842 -1.166 0.056
H -7.183 -5.331 -2.883 0.045
H -9.660 -5.218 -0.982 0.049
H -9.699 -4.686 -2.692 0.041
H -10.345 -3.631 -1.411 0.040
C 7.006 -4.257 3.470 -0.282
S 6.123 -2.748 3.902 0.801
O 6.430 -2.451 5.328 -0.567
C 4.482 -3.476 3.841 -0.270
H 8.073 -4.044 3.484 0.043
H 6.779 -5.038 4.197 0.054
H 6.711 -4.575 2.469 0.051
H 4.422 -4.308 4.543 0.060
H 4.273 -3.817 2.829 0.039
H 3.758 -2.714 4.118 0.058
C -5.444 6.495 -2.202 -0.258
S -4.376 7.070 -0.871 0.798
O -4.583 6.167 0.289 -0.552
C -5.303 8.581 -0.549 -0.277
H -5.081 5.530 -2.542 0.016
H -6.465 6.388 -1.834 0.065
H -5.411 7.208 -3.027 0.055
H -6.333 8.333 -0.294 0.057
H -5.273 9.220 -1.432 0.049
H -4.833 9.096 0.288 0.048
C 1.383 1.471 -2.614 -0.254
S 2.173 -0.064 -2.111 0.835
O 2.316 -0.024 -0.625 -0.536
C 3.787 0.319 -2.805 -0.289
H 0.360 1.461 -2.240 0.046
H 1.921 2.320 -2.190 0.058
H 1.375 1.532 -3.702 0.053
H 4.171 1.241 -2.367 0.056
H 3.706 0.422 -3.885 0.053
H 4.461 -0.502 -2.570 0.036
C -1.857 5.851 8.265 -0.282
S -2.222 4.908 6.773 0.791
O -2.305 5.878 5.652 -0.556
C -3.905 4.475 7.235 -0.268
H -0.851 6.254 8.174 0.045
H -2.571 6.669 8.369 0.053
H -1.908 5.191 9.132 0.048
H -4.486 5.383 7.405 0.056
H -3.888 3.861 8.135 0.053
H -4.343 3.908 6.416 0.038
C 8.158 -0.969 -3.891 -0.263
S 7.275 0.416 -3.158 0.803
O 6.423 1.012 -4.224 -0.547
C 8.714 1.480 -2.967 -0.267
H 7.435 -1.748 -4.127 0.051
H 8.663 -0.650 -4.803 0.019
H 8.884 -1.355 -3.175 0.057
H 9.183 1.647 -3.936 0.022
H 9.421 1.011 -2.281 0.056
H 8.381 2.430 -2.551 0.050
C 12.575 1.753 -5.378 -0.265
S 11.059 1.478 -6.306 0.826
O 10.334 0.360 -5.644 -0.557
C 11.857 0.805 -7.771 -0.268
H 12.307 2.141 -4.397 0.049
H 13.115 0.813 -5.264 0.059
H 13.193 2.484 -5.902 0.053
H 12.443 -0.074 -7.500 0.059
H 12.498 1.566 -8.215 0.053
H 11.081 0.523 -8.480 0.052